# C4H9N4O

The ion C4H9N4O with charge +1 at a distorted geometry (the ωB97M-V functional and the def2-TZVPD basis, OMol25).

## Properties
total charge	+1
maximum force	0.0802	Eh/bohr
HOMO energy	-13.92	eV
SMILES	[H]/N=C(\C)C(=O)NC(N)=[NH2+]

Each atom is followed by the atoms it is bonded to, with distances in Å.
Geometry (Å):
1 C 2.039 -0.121 -0.074  N5 1.374, N8 1.377, N13 1.413
2 N -1.872 -1.569 0.393  C4 1.265, H9 1.020
3 H 3.240 1.583 -0.834  N8 1.022
4 C -1.915 -0.325 0.169  N2 1.265, C16 1.645, C18 1.464
5 N 0.778 -0.359 0.415  C1 1.374, H6 1.064, C16 1.511
6 H 0.394 -1.313 0.690  N5 1.064
7 H 1.638 1.792 -0.275  N8 1.022
8 N 2.373 1.131 -0.538  C1 1.377, H3 1.022, H7 1.022
9 H -2.720 -2.126 0.285  N2 1.020
10 H -3.886 0.356 -0.473  C18 1.048
11 H -2.490 1.615 -0.334  C18 1.162
12 H 2.869 -1.817 0.702  N13 0.995
13 N 2.906 -1.237 -0.106  C1 1.413, H12 0.995, H17 1.031
14 O -0.358 1.566 -0.384  C16 1.223
15 H -3.299 0.859 1.028  C18 1.069
16 C -0.451 0.398 -0.031  C4 1.645, N5 1.511, O14 1.223
17 H 3.762 -1.073 -0.657  N13 1.031
18 C -3.008 0.638 0.024  C4 1.464, H10 1.048, H11 1.162, H15 1.069

Formally, the Mulliken partial charges of the atoms, in units of the elementary charge, are as follows:
1. C 0.494
2. N -0.645
3. H 0.250
4. C 0.694
5. N -0.230
6. H 0.363
7. H 0.264
8. N -0.288
9. H 0.289
10. H 0.421
11. H 0.258
12. H 0.265
13. N -0.396
14. O -0.629
15. H 0.328
16. C 0.407
17. H 0.255
18. C -1.102

***

# C4H9N4O2

The ion C4H9N4O2 with charge +1 at a distorted geometry (the ωB97M-V functional and the def2-TZVPD basis, OMol25).

## Properties
total charge	+1
maximum force	0.1187	Eh/bohr
HOMO energy	-13.14	eV
SMILES	O=[N+]([O-])N/C=C1/NCC[NH2+]1

Each atom is followed by the atoms it is bonded to, with distances in Å.
Geometry (Å):
1 O -4.194 0.373 0.013  N7 1.194
2 H -3.171 -1.792 0.236  N17 1.009
3 H 1.369 1.640 -1.156  C8 1.091
4 H 2.946 0.020 0.919  C15 1.097
5 H 0.244 0.895 1.448  N16 1.027
6 C 0.239 -0.588 0.031  N9 1.352, N16 1.457, C19 1.321
7 N -3.014 0.212 -0.080  O1 1.194, O12 1.237, N17 1.318
8 C 1.529 1.342 -0.119  H3 1.091, C15 1.533, N16 1.483, H18 1.086
9 N 1.505 -0.950 -0.278  C6 1.352, H14 1.005, C15 1.444
10 H -0.698 1.210 0.070  N16 1.089
11 H -0.785 -2.426 -0.285  C19 1.069
12 O -2.195 1.118 -0.270  N7 1.237
13 H 3.215 0.127 -0.834  C15 1.091
14 H 1.772 -1.882 -0.541  N9 1.005
15 C 2.451 0.118 -0.055  H4 1.097, C8 1.533, N9 1.444, H13 1.091
16 N 0.254 0.815 0.424  H5 1.027, C6 1.457, C8 1.483, H10 1.089
17 N -2.559 -1.022 0.011  H2 1.009, N7 1.318, C19 1.795
18 H 1.894 2.188 0.456  C8 1.086
19 C -0.804 -1.398 0.009  C6 1.321, H11 1.069, N17 1.795

Formally, the Mulliken partial charges of the atoms, in units of the elementary charge, are as follows:
1. O -0.587
2. H 0.228
3. H 0.313
4. H 0.300
5. H 0.346
6. C 0.221
7. N 1.265
8. C -0.488
9. N -0.140
10. H 0.377
11. H 0.362
12. O -0.731
13. H 0.338
14. H 0.194
15. C -0.465
16. N 0.055
17. N -0.439
18. H 0.386
19. C -0.535

***

# C4H9N5

A cluster of 2 separate species, C4H9N5 in total at a distorted geometry (the ωB97M-V functional and the def2-TZVPD basis, OMol25).

## Properties
maximum force	0.0981	Eh/bohr
HOMO energy	-9.39	eV

Each atom is followed by the atoms it is bonded to, with distances in Å.
Geometry (Å):
1 H 0.993 2.587 -1.188  N17 1.029
2 N -3.185 -0.411 0.830  N13 1.211, N18 1.318
3 H 0.694 0.268 -1.489  C4 1.041
4 C 0.914 0.563 -0.515  H3 1.041, C10 1.527, N17 1.418
5 H -2.324 1.659 -0.997  N14 0.925
6 H -0.012 -1.618 0.339  C11 1.030
7 H 1.264 -0.187 1.419  C10 1.106
8 C -1.283 0.144 0.056  N14 1.365, N18 1.343
9 H 1.157 -2.264 -0.745  C11 1.016
10 C 1.543 -0.491 0.393  C4 1.527, H7 1.106, C11 1.486, H16 1.136
11 C 0.977 -1.846 0.164  H6 1.030, H9 1.016, C10 1.486, H15 1.075
12 H 1.736 2.106 0.408  N17 1.002
13 N -3.467 0.547 0.146  N2 1.211, N14 1.367
14 N -2.282 0.953 -0.402  H5 0.925, C8 1.365, N13 1.367
15 H 1.187 -2.503 0.989  C11 1.075
16 H 2.660 -0.656 0.265  C10 1.136
17 N 1.343 1.914 -0.493  H1 1.029, C4 1.418, H12 1.002
18 N -1.915 -0.763 0.819  N2 1.318, C8 1.343

Formally, the Mulliken partial charges of the atoms, in units of the elementary charge, are as follows:
1. H 0.257
2. N -0.388
3. H 0.441
4. C -0.185
5. H 0.097
6. H 0.357
7. H 0.322
8. C 0.131
9. H 0.411
10. C -0.218
11. C -1.325
12. H 0.224
13. N -0.389
14. N 0.196
15. H 0.338
16. H 0.287
17. N -0.409
18. N -0.148

***

# C4H9N5

An isolated molecule of C4H9N5 at a distorted geometry (the ωB97M-V functional and the def2-TZVPD basis, OMol25).

## Properties
maximum force	0.0782	Eh/bohr
HOMO energy	-8.26	eV
SMILES	[H]/N=C1\NN[C@H]2[C@@H](N)[C@H]2N1

Each atom is followed by the atoms it is bonded to, with distances in Å.
Geometry (Å):
1 H -1.075 -1.865 -0.662  N5 1.068
2 C -1.690 -0.202 0.081  N5 1.345, N11 1.248, N15 1.478
3 N 1.570 -0.742 1.198  H10 1.038, C13 1.450, H18 0.973
4 C 0.865 0.946 -0.569  H6 1.052, N7 1.476, C13 1.489, C17 1.476
5 N -0.656 -0.920 -0.395  H1 1.068, C2 1.345, C17 1.416
6 H 1.325 1.626 -1.228  C4 1.052
7 N 0.010 1.649 0.407  C4 1.476, H12 1.072, N15 1.439
8 H -3.452 -0.013 0.474  N11 1.044
9 H 2.632 -0.177 -0.702  C13 1.097
10 H 0.794 -1.417 1.341  N3 1.038
11 N -2.784 -0.781 0.239  C2 1.248, H8 1.044
12 H 0.394 1.374 1.369  N7 1.072
13 C 1.685 -0.225 -0.151  N3 1.450, C4 1.489, H9 1.097, C17 1.505
14 H 0.791 -0.925 -1.939  C17 1.079
15 N -1.355 1.229 0.232  C2 1.478, N7 1.439, H16 1.012
16 H -1.944 1.907 -0.234  N15 1.012
17 C 0.488 -0.399 -1.047  C4 1.476, N5 1.416, C13 1.505, H14 1.079
18 H 2.402 -1.064 1.585  N3 0.973

Formally, the Mulliken partial charges of the atoms, in units of the elementary charge, are as follows:
1. H 0.279
2. C 0.441
3. N -0.572
4. C -0.440
5. N -0.275
6. H 0.362
7. N -0.464
8. H 0.258
9. H 0.357
10. H 0.189
11. N -0.719
12. H 0.365
13. C -0.012
14. H 0.355
15. N -0.209
16. H 0.217
17. C -0.331
18. H 0.197

***

# C4H9N6O

A cluster of 2 separate species, C4H9N6O in total at a distorted geometry (the ωB97M-V functional and the def2-TZVPD basis, OMol25).

## Properties
total charge	+1
maximum force	0.0849	Eh/bohr
HOMO energy	-15.56	eV

Each atom is followed by the atoms it is bonded to, with distances in Å.
Geometry (Å):
1 H 1.165 -1.753 2.261  C9 1.076
2 H 1.450 2.351 -0.614  O17 1.077
3 H -0.333 -0.927 1.559  C9 1.072
4 N -0.115 0.518 -1.444  N7 1.293, N8 1.349
5 H -1.070 -1.297 3.592  C12 1.148
6 H -1.455 -1.363 -1.748  C16 1.101
7 N 0.375 1.696 -1.651  N4 1.293, N19 1.342
8 N -0.637 0.090 -2.613  N4 1.349, N15 1.302, C16 1.417
9 C 0.531 -0.887 2.191  H1 1.076, H3 1.072, C12 1.615, C18 1.465
10 N 1.514 1.169 0.959  O17 1.238, C18 1.143
11 H -1.983 -1.266 -3.545  C16 1.093
12 C -0.215 -0.530 3.578  H5 1.148, C9 1.615, H13 1.074, H20 1.087
13 H -0.659 0.448 3.567  C12 1.074
14 H -0.446 -1.993 -3.116  C16 1.125
15 N -0.481 1.050 -3.478  N8 1.302, N19 1.280
16 C -1.183 -1.203 -2.802  H6 1.101, N8 1.417, H11 1.093, H14 1.125
17 O 1.982 2.099 0.287  H2 1.077, N10 1.238
18 C 0.964 0.350 1.537  C9 1.465, N10 1.143
19 N 0.100 2.044 -2.917  N7 1.342, N15 1.280
20 H 0.496 -0.596 4.398  C12 1.087

Formally, the Mulliken partial charges of the atoms, in units of the elementary charge, are as follows:
1. H 0.410
2. H 0.536
3. H 0.148
4. N -0.078
5. H 0.327
6. H 0.265
7. N -0.055
8. N 0.631
9. C -0.219
10. N 0.407
11. H 0.279
12. C -1.040
13. H 0.373
14. H 0.292
15. N -0.396
16. C -0.540
17. O -0.464
18. C 0.222
19. N -0.420
20. H 0.322

***

# C4H9NO

The ion C4H9NO with charge -1 at a distorted geometry (the ωB97M-V functional and the def2-TZVPD basis, OMol25).

## Properties
spin multiplicity	2
total charge	-1
maximum force	0.0237	Eh/bohr
HOMO energy (spin up / spin down)	0.21 / -2.98	eV

Each atom is followed by the atoms it is bonded to, with distances in Å.
Geometry (Å):
1 H 1.557 -1.763 0.163  C5 1.096
2 C -0.478 1.630 0.775  H4 1.100, H11 1.093, H14 1.096, C15 1.539
3 H -1.201 -0.946 0.522  N9 1.016
4 H -1.334 1.992 0.187  C2 1.100
5 C 0.480 -1.964 0.171  H1 1.096, H7 1.091, H8 1.096, N9 1.467
6 O -1.096 0.333 -2.001  C10 1.288
7 H 0.220 -2.212 -0.860  C5 1.091
8 H 0.327 -2.756 0.912  C5 1.096
9 N -0.216 -0.796 0.722  H3 1.016, C5 1.467, C15 1.473
10 C 0.044 0.522 -1.431  O6 1.288, H12 1.111, C15 1.516
11 H -0.808 1.395 1.789  C2 1.093
12 H 0.877 1.024 -1.967  C10 1.111
13 H 1.295 0.539 0.259  C15 1.092
14 H 0.112 2.550 0.686  C2 1.096
15 C 0.222 0.452 0.074  C2 1.539, N9 1.473, C10 1.516, H13 1.092

Formally, the Mulliken partial charges of the atoms, in units of the elementary charge, are as follows:
1. H 0.319
2. C -1.511
3. H 0.292
4. H 0.247
5. C -0.930
6. O -0.724
7. H 0.278
8. H 0.331
9. N -0.564
10. C -0.477
11. H 0.424
12. H 0.282
13. H 0.202
14. H 0.407
15. C 0.425

***

# C4H9NO

A cluster of 2 separate species, C4H9NO in total at a distorted geometry (the ωB97M-V functional and the def2-TZVPD basis, OMol25).

## Properties
maximum force	0.0961	Eh/bohr
HOMO energy	-8.94	eV

Each atom is followed by the atoms it is bonded to, with distances in Å.
Geometry (Å):
1 H 1.295 -0.240 1.877  C6 1.097
2 H 2.137 -1.103 0.578  C6 1.096
3 C 0.955 1.093 -0.615  H4 1.084, C7 1.468, H9 1.091, H12 1.084
4 H 1.616 0.753 -1.404  C3 1.084
5 H 0.628 -1.771 1.294  C6 1.096
6 C 1.148 -0.858 0.983  H1 1.097, H2 1.096, H5 1.096, C7 1.488
7 C 0.342 -0.095 -0.009  C3 1.468, C6 1.488, C11 1.427
8 N -1.984 0.117 -0.775  H10 1.011, C11 1.376, H14 1.000
9 H 1.588 1.649 0.078  C3 1.091
10 H -2.777 0.525 -0.299  N8 1.011
11 C -1.066 -0.158 0.213  C7 1.427, N8 1.376, O13 1.220
12 H 0.286 1.813 -1.073  C3 1.084
13 O -1.493 0.048 1.337  C11 1.220
14 H -2.270 -0.595 -1.417  N8 1.000
15 H -0.402 -1.178 -0.767  no bonds

Formally, the Mulliken partial charges of the atoms, in units of the elementary charge, are as follows:
1. H 0.290
2. H 0.383
3. C -1.285
4. H 0.301
5. H 0.333
6. C -1.290
7. C 0.805
8. N -0.513
9. H 0.328
10. H 0.266
11. C 0.276
12. H 0.385
13. O -0.633
14. H 0.245
15. H 0.110

***

# C4H9NO

An isolated molecule of C4H9NO at a distorted geometry (the ωB97M-V functional and the def2-TZVPD basis, OMol25).

## Properties
maximum force	0.0381	Eh/bohr
HOMO energy	-9.16	eV
SMILES	CCCNC=O

Each atom is followed by the atoms it is bonded to, with distances in Å.
Geometry (Å):
1 H 1.743 0.000 0.632  C11 1.097
2 H 0.392 -1.549 -2.438  C8 1.107
3 C -0.944 -0.422 0.642  N9 1.597, H10 1.097, H12 1.095, C15 1.522
4 H -0.779 1.806 0.624  C15 1.097
5 H -0.171 -2.353 -0.391  N9 1.023
6 O -0.467 0.222 -2.127  C8 1.224
7 H 1.310 0.895 2.089  C11 1.102
8 C -0.202 -0.914 -1.754  H2 1.107, O6 1.224, N9 1.359
9 N -0.558 -1.419 -0.544  C3 1.597, H5 1.023, C8 1.359
10 H -2.029 -0.262 0.602  C3 1.097
11 C 1.223 0.897 0.990  H1 1.097, H7 1.102, H13 1.095, C15 1.530
12 H -0.685 -0.976 1.550  C3 1.095
13 H 1.786 1.761 0.622  C11 1.095
14 H -0.242 0.882 -0.685  C15 1.123
15 C -0.203 0.891 0.438  C3 1.522, H4 1.097, C11 1.530, H14 1.123

Formally, the Mulliken partial charges of the atoms, in units of the elementary charge, are as follows:
1. H 0.288
2. H 0.366
3. C -0.527
4. H 0.395
5. H 0.257
6. O -0.585
7. H 0.315
8. C -0.052
9. N -0.191
10. H 0.222
11. C -1.169
12. H 0.344
13. H 0.332
14. H 0.288
15. C -0.283